Record 1
Formula: C20H46AlO3P4S
Source: the Open Molecules 2025 dataset
Level of theory: ωB97M-V with the def2-TZVPD basis set

Geometry (Å):
Al (-1.3636, 0.3067, 0.1947)
P (1.6616, -0.6588, -0.8710)
P (-0.3149, 2.3140, -0.9163)
P (-1.4489, -2.1744, 0.2250)
H (-6.1780, 0.3283, -1.4479)
C (-5.7652, -0.4687, -0.8140)
C (-5.2125, -0.1624, 0.4694)
H (-5.3800, 0.8572, 0.8710)
C (1.7573, -1.3964, -2.5580)
C (3.2185, 0.3113, -1.0178)
C (2.4542, -2.0265, 0.0842)
C (-1.3137, 3.8505, -0.8229)
C (1.3319, 2.8455, -0.3562)
C (-0.0832, 2.0159, -2.6918)
C (-3.1263, -2.8139, 0.5004)
C (-0.5806, -2.8615, 1.7088)
C (-0.8072, -3.3258, -1.0244)
H (-6.1512, -1.4738, -1.0074)
H (-5.1088, -0.9591, 1.2293)
H (2.8153, -1.6224, -2.7481)
H (1.4053, -0.6693, -3.3006)
H (1.1599, -2.3120, -2.6298)
H (4.1031, -0.3291, -0.9290)
H (3.2537, 1.0397, -0.2034)
H (3.2621, 0.8213, -1.9867)
H (3.5429, -1.9745, -0.0591)
H (2.1116, -3.0175, -0.2297)
H (2.2386, -1.8863, 1.1502)
H (-0.6575, 4.6979, -0.6091)
H (-2.0133, 3.7404, 0.0114)
H (-1.9111, 4.0837, -1.7139)
H (2.1771, 2.2858, -0.7795)
H (1.3471, 2.7032, 0.7286)
H (1.4946, 3.9059, -0.6047)
H (-0.1296, 3.0197, -3.1334)
H (-0.8759, 1.3842, -3.1143)
H (0.8961, 1.5568, -2.8811)
H (-3.1027, -3.9139, 0.5093)
H (-3.8187, -2.4689, -0.2748)
H (-3.4889, -2.4690, 1.4768)
H (-1.2331, -3.6348, 2.1444)
H (-0.4037, -2.0809, 2.4633)
H (0.3791, -3.3130, 1.4131)
H (-1.3931, -4.2434, -0.8842)
H (0.2579, -3.5431, -0.8854)
H (-0.9774, -2.9164, -2.0242)
C (-3.4245, 0.9070, -2.6191)
C (-3.1454, -0.1077, -3.5522)
C (-3.3088, 0.2431, -4.8871)
C (-3.7210, 1.5246, -5.2674)
C (-3.8301, 2.5411, -4.3295)
C (-3.7138, 2.2322, -2.9800)
S (-3.4713, 0.5246, -0.9502)
H (-1.6968, -0.6830, -1.1143)
H (-2.9132, -1.1243, -3.2005)
H (-3.1355, -0.5154, -5.6483)
H (-3.9060, 1.7128, -6.3160)
H (-3.9934, 3.5818, -4.5869)
H (-3.9126, 2.9623, -2.1912)
C (2.1861, 1.1621, 2.8443)
O (0.8759, 1.6045, 2.3593)
P (-0.5392, 0.7020, 2.2959)
O (-0.3995, -0.3443, 3.5413)
C (-0.0833, 0.0207, 4.9101)
O (-1.6791, 1.8119, 2.7251)
C (-1.6647, 2.8655, 3.7351)
H (2.4548, 0.1331, 2.5156)
H (2.2088, 1.2454, 3.9493)
H (2.9231, 1.8593, 2.4066)
H (0.9197, -0.3411, 5.1874)
H (-0.1300, 1.1154, 5.0286)
H (-0.8171, -0.4428, 5.5753)
H (-2.0657, 2.4173, 4.6686)
H (-0.6685, 3.3404, 3.9037)
H (-2.3495, 3.6585, 3.3774)

Output
HOMO level (alpha / beta)	-16.7 / -16.3	eV
LUMO (alpha / beta)	-0.3894 / -0.3916	Eh
total charge	+3

***

Record 2
Formula: C4H4O3S
Source: the Open Molecules 2025 dataset
Level of theory: ωB97M-V with the def2-TZVPD basis set

Geometry (Å):
C (0.7031, 2.4531, -0.3527)
C (1.2238, 2.0393, 0.8174)
C (-0.4711, -1.2514, 0.6195)
C (0.4688, -1.1572, -0.2888)
O (2.6633, -0.0300, -1.2490)
O (2.7374, -0.8295, 1.0848)
O (-0.2810, 1.9285, 0.3356)
S (2.0071, -0.2087, 0.0171)
H (0.6587, 2.9918, -1.2791)
H (-1.3594, -1.8431, 0.4573)
H (-0.3952, -0.7470, 1.5698)
H (0.4800, -1.5975, -1.2731)

Output
HOMO level (alpha / beta)	-9.4 / -8.9	eV
LUMO (alpha / beta)	-0.0644 / -0.0489	Eh

***

Max |F| (computed, eV/Å): 6.79; 1.88